The following is a quantum chemistry calculation of a 2-piece molecular cluster, C5H13NO2 overall, from the OMol25 dataset.

Each line ends with the Mulliken charge.
Positions of all 21 atoms, in Å:
C -1.986 -1.585 -1.093  -0.84
C -1.506 -2.095 0.240  0.54
N -2.329 -3.125 0.847  -0.61
O -0.505 -1.679 0.761  -0.53
H -2.850 -2.137 -1.446  0.33
H -1.173 -1.633 -1.813  0.27
H -2.250 -0.532 -0.977  0.22
H -1.711 -3.925 0.989  0.32
H -2.518 -2.813 1.800  0.32
C 0.095 1.655 -0.797  -0.94
C 1.494 2.097 -0.392  -0.41
C 2.002 1.320 0.804  -0.36
O 3.333 1.748 1.076  -0.53
H -0.621 1.792 0.014  0.32
H -0.261 2.212 -1.665  0.37
H 0.092 0.598 -1.062  0.12
H 1.511 3.161 -0.147  0.28
H 2.190 1.950 -1.220  0.28
H 1.970 0.247 0.592  0.26
H 1.353 1.504 1.670  0.29
H 3.669 1.242 1.821  0.30

As for the net charge: 0. The value obtained for the LUMO energy is 0.82 eV. Its highest occupied orbital energy is -9.988 eV. As for the gap between HOMO and LUMO: 10.81 eV. For the energy above the lowest of the compared OMol25 structures with the same formula, charge and spin, the calculation gives 29.77 kcal per mole. For the max |F|, the calculation gives 0.2 eV Å⁻¹. As for the total energy: -403.52917 hartree. Its SMILES is CC(N)=O.CCCO.